[1]
C13H25Ag2F2NO3 as an isolated structure in a non-equilibrium geometry, computed with ωB97M-V with the def2-TZVPD basis set.

```
46
Properties=species:S:1:pos:R:3:lowdin_charge:R:1
Ag -4.676 13.711 -36.153 0.827
Ag -7.815 12.650 -37.482 1.061
F -6.453 14.666 -37.446 -0.585
F -5.746 11.843 -36.881 -0.413
C -6.482 19.071 -39.328 -0.027
C -6.688 19.443 -37.866 -0.427
C -7.940 20.316 -37.828 -0.129
C -8.463 20.493 -36.413 -0.168
C -8.713 19.184 -35.647 -0.125
C -7.458 18.286 -35.627 -0.451
N -6.836 18.211 -36.977 0.132
O -5.710 17.383 -36.998 0.081
C -6.577 18.869 -34.475 0.014
C -7.999 16.876 -35.385 -0.017
C -5.458 20.253 -37.407 0.004
H -7.306 18.570 -39.835 0.092
H -5.641 18.409 -39.537 0.077
H -6.313 19.996 -39.880 0.110
H -7.721 21.315 -38.203 0.141
H -8.796 19.958 -38.400 0.132
H -9.357 21.117 -36.412 0.130
H -7.748 21.103 -35.861 0.113
H -9.573 18.692 -36.102 0.129
H -8.978 19.462 -34.627 0.135
H -6.221 19.899 -34.500 0.086
H -7.145 18.728 -33.555 0.108
H -5.643 18.321 -34.350 0.091
H -8.835 16.954 -34.690 0.108
H -8.394 16.507 -36.331 0.089
H -7.176 16.221 -35.099 0.079
H -4.495 19.770 -37.567 0.097
H -5.357 20.446 -36.339 0.078
H -5.302 21.200 -37.924 0.115
H -6.006 16.515 -37.282 0.061
O -7.666 13.038 -39.923 0.068
C -7.095 13.829 -40.698 -0.393
O -7.746 14.446 -41.697 0.070
C -6.937 15.267 -42.529 -0.093
C -5.716 15.499 -41.579 -0.101
C -5.663 14.218 -40.760 -0.070
H -7.495 16.163 -42.802 0.136
H -6.660 14.857 -43.500 0.140
H -5.789 16.347 -40.898 0.101
H -4.846 15.612 -42.226 0.128
H -5.290 14.304 -39.740 0.110
H -5.130 13.353 -41.155 0.154
```

Results
2S+1   3
Charge   +2
HOMO level (alpha / beta)   -16.83 / -16.51 eV
E   -34930.8355 eV
HOMO-LUMO gap (alpha / beta)   9.3 / 4.7 eV
Energy above the lowest of the compared OMol25 structures with the same formula, charge and spin   124.72 kJ/mol

=====

[2]
A 2-piece molecular cluster, C3H10N2O overall in a non-equilibrium geometry, computed with ωB97M-V with the def2-TZVPD basis set.

```
16
Properties=species:S:1:pos:R:3:lowdin_charge:R:1
H -0.931 -3.422 -0.777 0.014
N -0.246 -2.688 -0.784 0.055
C -0.420 -1.926 0.263 -0.284
N 0.441 -0.826 0.489 -0.102
C 0.650 -0.267 1.828 -0.104
H -1.173 -2.062 1.053 0.120
H 1.271 -0.874 -0.093 0.126
H 0.780 0.826 1.725 0.077
H -0.303 -0.361 2.377 0.086
H 1.456 -0.671 2.436 0.074
C -0.235 2.263 -1.704 -0.177
O -0.380 1.960 -0.336 -0.144
H -0.848 1.586 -2.370 0.095
H -0.559 3.283 -1.860 0.069
H 0.810 2.181 -2.008 0.070
H -0.313 0.997 -0.238 0.027
```

Results
Structure (SMILES)   [H]/N=C/NC.CO
HOMO level   -9.36 eV
E   -8299.9895 eV
HOMO-LUMO gap   10.3 eV
Energy above the lowest of the compared OMol25 structures with the same formula, charge and spin   146.13 kJ/mol

=====

[3]
C8H28N2OP2Yb as an isolated structure in a non-equilibrium geometry, computed with ωB97M-V with the def2-TZVPD basis set.

```
42
Properties=species:S:1:pos:R:3:lowdin_charge:R:1
Yb 0.000 0.000 0.000 0.675
H 0.018 3.258 -1.007 0.042
H 0.690 3.263 -0.652 0.043
P -1.955 -0.172 -1.278 0.624
P 2.150 -0.158 0.919 0.626
C 2.287 -0.118 2.763 -0.265
H 3.316 -0.326 3.106 0.058
H 1.968 0.874 3.123 0.043
H 1.598 -0.870 3.181 0.033
C 3.055 -1.711 0.493 -0.265
H 3.153 -1.769 -0.603 0.044
H 4.053 -1.742 0.966 0.055
H 2.457 -2.572 0.832 0.045
C 3.366 1.148 0.414 -0.259
H 3.021 2.127 0.789 0.039
H 4.374 0.939 0.815 0.057
H 3.410 1.188 -0.687 0.047
C -2.168 -1.804 -2.117 -0.266
H -3.097 -1.835 -2.714 0.055
H -1.294 -1.979 -2.765 0.044
H -2.193 -2.596 -1.351 0.043
C -3.577 0.038 -0.414 -0.262
H -3.646 1.069 -0.028 0.040
H -4.432 -0.167 -1.081 0.057
H -3.606 -0.650 0.448 0.043
C -2.115 1.012 -2.695 -0.262
H -1.207 0.943 -3.317 0.044
H -3.004 0.789 -3.313 0.057
H -2.195 2.040 -2.303 0.035
H 0.773 -0.457 -1.495 -0.144
H -0.257 -1.493 0.490 -0.146
C -1.844 3.593 2.862 -0.057
N -1.715 2.215 3.284 0.029
C -1.194 1.228 2.501 -0.601
N -1.145 -0.037 2.983 0.176
O -0.784 1.481 1.368 -0.167
H -1.466 3.756 1.831 0.091
H -1.275 4.243 3.558 0.098
H -2.915 3.883 2.893 0.099
H -2.053 1.979 4.230 0.164
H -0.762 -0.811 2.432 0.045
H -1.490 -0.255 3.929 0.138
```

Results
2S+1   2
Charge   +1
HOMO level (alpha / beta)   -11.65 / -11.61 eV
E   -63875.0113 eV
HOMO-LUMO gap (alpha / beta)   9.0 / 9.0 eV